No. 1
Entry from the OMol25 dataset: an isolated ion of composition C5H14NS and charge +1 in a non-equilibrium geometry (ωB97M-V/def2-TZVPD).

Computed properties:
energy: -17730.3396 eV
spin multiplicity: 1
largest force on an atom: 0.046 hartree/bohr
relative energy (zero: lowest compared OMol25 entry of this formula, charge and spin): 21.7 kcal/mol
net charge: +1
HOMO: -11.92 eV
Kohn-Sham gap: 0.310 Eh
SMILES string: CSCC[C@@H](C)[NH3+]

Each line ends with the Mulliken charge.
Positions of all 21 atoms, in Å:
C  2.67202  -0.36686  2.26560  -0.953
S  1.26779  0.58253  1.53187  -0.056
C  0.16533  -0.82450  1.06431  -0.907
C  -1.07908  -0.20519  0.41971  -0.964
C  -0.72514  0.55333  -0.83009  0.303
C  0.05683  -0.09873  -1.97472  -1.283
N  -2.12657  1.00139  -1.42321  -0.248
H  3.24343  0.43249  2.75664  0.356
H  2.43482  -0.85282  3.20421  0.339
H  3.25114  -0.90826  1.53590  0.308
H  0.78295  -1.39462  0.38209  0.350
H  0.01016  -1.26226  2.04167  0.446
H  -1.71895  -1.06927  0.17817  0.426
H  -1.61187  0.49225  1.07411  0.407
H  -0.14227  1.45448  -0.62842  0.316
H  0.38322  0.64439  -2.70359  0.398
H  0.88969  -0.63113  -1.52751  0.305
H  -0.62020  -0.74275  -2.55670  0.402
H  -2.14719  0.46305  -2.28159  0.340
H  -2.04922  1.97533  -1.70545  0.363
H  -2.93689  0.75715  -0.82297  0.352

Atoms 1-3, force components in eV/Å:
C -0.409 1.950 0.854
S 0.678 -0.638 0.268
C 0.819 2.094 0.728

No. 2
Entry from the OMol25 dataset: an isolated ion of composition C5H14NSi and charge +1 in a non-equilibrium geometry (ωB97M-V/def2-TZVPD).

Computed properties:
energy: -14771.3483 eV
spin multiplicity: 1
largest force on an atom: 0.054 hartree/bohr
relative energy (zero: lowest compared OMol25 entry of this formula, charge and spin): 69.6 kcal/mol
net charge: +1
HOMO: -14.40 eV
Kohn-Sham gap: 0.333 Eh

Each line ends with the Mulliken charge.
Positions of all 21 atoms, in Å:
C  1.02784  -1.76259  -0.31935  -0.595
C  0.70670  -0.80432  0.80915  -0.532
C  -1.40149  -0.17808  -0.73950  -0.327
C  -1.13924  1.53031  1.92499  -0.924
C  0.76684  1.93165  -0.79040  -1.116
N  0.01638  -1.80789  -1.36038  -0.416
Si  -0.26321  0.84078  0.36049  0.321
H  2.02579  -1.40927  -0.75576  0.290
H  1.05011  -2.71440  0.13972  0.370
H  -0.14249  -1.39718  1.36941  0.230
H  1.72210  -0.66839  1.43069  0.356
H  -1.69647  -0.16096  -1.80628  0.361
H  -2.02477  -0.85208  -0.11199  0.340
H  -1.82157  0.73683  2.25615  0.311
H  -0.26410  1.68418  2.62256  0.307
H  -1.55357  2.50710  1.79703  0.359
H  1.11913  2.81421  -0.21078  0.307
H  1.63687  1.51438  -1.26907  0.366
H  0.16280  2.30199  -1.59299  0.387
H  0.41843  -1.34433  -2.19454  0.338
H  -0.34608  -2.76192  -1.55917  0.268

Atoms 1-3, force components in eV/Å:
C 1.827 1.764 -0.323
C -0.444 -0.188 2.066
C -0.009 -2.549 -0.805

No. 3
Entry from the OMol25 dataset: a 2-piece molecular cluster, C5H14O overall in a non-equilibrium geometry (ωB97M-V/def2-TZVPD).

Computed properties:
energy: -7458.4246 eV
spin multiplicity: 1
largest force on an atom: 0.055 hartree/bohr
relative energy (zero: lowest compared OMol25 entry of this formula, charge and spin): 31.4 kcal/mol
HOMO: -9.55 eV
Kohn-Sham gap: 0.379 Eh
SMILES string: CCCCC.O

Each line ends with the Mulliken charge.
Positions of all 20 atoms, in Å:
C  2.71903  0.11686  -0.22459  -1.156
C  1.41406  0.33546  0.52009  -0.087
C  0.35525  -0.51640  -0.13373  -0.649
C  -1.06887  -0.36151  0.47045  -0.476
C  -2.08905  -1.26506  -0.13535  -1.317
H  2.93615  -1.00065  -0.19191  0.265
H  2.53635  0.34462  -1.27980  0.303
H  3.59804  0.65594  0.14576  0.362
H  1.02461  1.36070  0.36926  0.104
H  1.50395  0.10003  1.60551  0.289
H  0.28961  -0.35500  -1.25045  0.244
H  0.61423  -1.57282  0.10661  0.329
H  -1.44158  0.66988  0.40280  0.404
H  -0.96524  -0.48766  1.54680  0.339
H  -1.75012  -2.31083  -0.06095  0.368
H  -3.12719  -1.13268  0.37167  0.303
H  -2.26048  -0.97100  -1.18907  0.299
O  -1.58205  2.14340  -0.00676  -0.647
H  -1.96868  1.77160  -0.81849  0.395
H  -0.73802  2.47511  -0.24786  0.330

Atoms 1-3, force components in eV/Å:
C 0.243 -1.389 -0.072
C -0.338 0.649 -0.183
C -1.487 -1.287 0.237

No. 4
Entry from the OMol25 dataset: a 2-piece molecular cluster, C5H14O overall in a non-equilibrium geometry (ωB97M-V/def2-TZVPD).

Computed properties:
energy: -7448.6271 eV
spin multiplicity: 2
largest force on an atom: 0.046 hartree/bohr
relative energy (zero: lowest compared OMol25 entry of this formula, charge and spin): 16.1 kcal/mol
net charge: +1
HOMO (spin up / spin down): -14.61 / -14.61 eV
Kohn-Sham gap (spin up / spin down): 0.410 / 0.182 Eh
<S²>: 0.754

Each line ends with the Mulliken spin population.
Positions of all 20 atoms, in Å:
C  1.59070  -0.30957  -2.72097  0.000
C  1.69646  -1.76727  -2.24899  0.000
H  1.88264  0.42425  -1.94030  0.000
H  0.66025  0.06837  -3.17074  0.000
H  2.38726  -0.14432  -3.38722  0.000
H  2.34696  -1.79482  -1.32368  0.000
H  1.90676  -2.54554  -2.99783  0.000
H  0.74698  -2.07081  -1.77084  0.001
C  -1.03977  0.71639  1.07366  0.068
C  0.26886  1.41464  0.87758  0.001
C  -1.12295  -0.83979  1.01269  0.206
O  -1.72391  0.92799  2.25406  0.553
H  -1.77083  0.99379  0.25221  0.122
H  0.56770  1.36972  -0.15954  0.000
H  -2.13931  -1.20488  1.19266  0.004
H  -0.68111  -1.28099  1.91835  0.005
H  -0.73369  -1.19321  0.04122  0.033
H  -1.22158  1.27415  3.01998  -0.012
H  1.02189  0.88033  1.46154  0.013
H  0.34928  2.48586  0.95237  0.004

Atoms 1-3, force components in eV/Å:
C 0.158 0.444 0.789
C -1.011 0.201 2.121
H -0.475 -0.564 0.102

No. 5
Entry from the OMol25 dataset: a 2-piece molecular cluster, C5H14O2 overall in a non-equilibrium geometry (ωB97M-V/def2-TZVPD).

Computed properties:
energy: -9506.5474 eV
spin multiplicity: 1
largest force on an atom: 0.038 hartree/bohr
relative energy (zero: lowest compared OMol25 entry of this formula, charge and spin): 10.4 kcal/mol
HOMO: -10.29 eV
Kohn-Sham gap: 0.406 Eh
SMILES string: CCCCCO.O

Each line ends with the Mulliken charge.
Positions of all 21 atoms, in Å:
C  -0.17003  2.20583  0.78797  -1.181
C  0.59725  1.00532  1.34110  -0.188
C  -0.29585  -0.20262  1.62079  -0.824
C  -0.95131  -0.78595  0.37440  -0.414
C  -0.03816  -1.41915  -0.64896  -0.512
O  0.76220  -2.46716  -0.04722  -0.546
H  0.52470  2.99508  0.47466  0.328
H  -0.82671  1.96863  -0.04800  0.191
H  -0.76105  2.72439  1.54297  0.358
H  1.42041  0.77827  0.66111  0.244
H  1.07561  1.33368  2.26681  0.321
H  0.31901  -0.98867  2.08385  0.306
H  -1.04754  -0.08194  2.39910  0.350
H  -1.69898  -1.52638  0.70031  0.338
H  -1.62352  -0.04570  -0.07648  0.318
H  -0.48905  -1.88275  -1.51732  0.334
H  0.66534  -0.63425  -0.94325  0.250
H  1.49308  -2.04484  0.40675  0.323
O  0.06344  1.22183  -2.88404  -0.632
H  0.43460  1.35495  -2.02438  0.292
H  -0.83738  1.46694  -2.65347  0.343

Atoms 1-3, force components in eV/Å:
C 0.405 0.750 0.059
C -0.587 0.639 0.426
C 0.932 -0.992 -0.130

No. 6
Entry from the OMol25 dataset: a 3-piece molecular cluster, C5H14O2 overall in a non-equilibrium geometry (ωB97M-V/def2-TZVPD).

Computed properties:
energy: -9504.1858 eV
spin multiplicity: 1
largest force on an atom: 0.148 hartree/bohr
relative energy (zero: lowest compared OMol25 entry of this formula, charge and spin): 64.9 kcal/mol
HOMO: -9.31 eV
Kohn-Sham gap: 0.368 Eh
SMILES string: C/C=C/CC.O.O

Each line ends with the Mulliken charge.
Positions of all 21 atoms, in Å:
C  -1.25341  -2.07571  -0.46351  -1.195
C  -1.56101  -0.64417  -0.06400  -0.296
C  -0.56462  0.01530  0.37927  0.181
C  -0.70466  1.28641  1.25597  -0.499
C  0.11951  2.38871  0.98208  -1.031
H  -0.22776  -2.51466  -0.62686  0.238
H  -1.49599  -2.13701  -1.56201  0.332
H  -1.63293  -2.83879  0.19816  0.371
H  -2.63836  -0.46603  -0.16240  0.324
H  0.45477  -0.26714  0.12701  0.252
H  -1.81028  1.39856  1.31598  0.307
H  -0.83296  0.78489  2.39019  0.225
H  0.25445  2.72506  -0.09256  0.259
H  1.28610  2.32718  1.17351  0.232
H  -0.12526  3.25547  1.59969  0.334
O  0.86316  0.34357  -2.69439  -0.655
H  0.02930  0.81974  -2.82024  0.332
H  0.54812  -0.25287  -1.99338  0.306
O  2.98466  -1.58731  0.68981  -0.645
H  3.37785  -0.70289  0.59342  0.315
H  2.92934  -1.85832  -0.22574  0.311

Atoms 1-3, force components in eV/Å:
C 1.021 -0.650 -3.229
C -1.327 -4.112 -1.174
C 2.189 4.437 2.015

No. 7
Entry from the OMol25 dataset: a 3-piece molecular cluster, C5H14O2 overall in a non-equilibrium geometry (ωB97M-V/def2-TZVPD).

Computed properties:
energy: -9504.9794 eV
spin multiplicity: 1
largest force on an atom: 0.107 hartree/bohr
relative energy (zero: lowest compared OMol25 entry of this formula, charge and spin): 46.6 kcal/mol
HOMO: -9.43 eV
Kohn-Sham gap: 0.371 Eh
SMILES string: C=C(C)CC.O.O

Each line ends with the Mulliken charge.
Positions of all 21 atoms, in Å:
C  -0.88517  0.82923  1.58322  -1.138
C  -0.53550  -0.47411  1.49884  0.852
C  -1.47693  -1.34268  0.79746  -1.203
C  0.86607  -1.01165  1.80207  -0.518
C  1.77353  -0.81295  0.64400  -1.142
H  -1.86718  1.19812  1.62863  0.401
H  -0.24664  1.59939  2.00355  0.279
H  -2.22991  -1.73916  1.46126  0.321
H  -2.04417  -0.93592  -0.03940  0.335
H  -0.84061  -2.26082  0.23947  0.259
H  0.89125  -2.20425  1.96603  0.227
H  1.08259  -0.56637  2.81662  0.321
H  1.78628  0.17869  0.26216  0.346
H  2.84915  -1.13560  0.71351  0.321
H  1.46599  -1.42296  -0.16189  0.358
O  1.13593  1.65799  -4.33525  -0.618
H  0.27154  1.58853  -4.55271  0.285
H  1.31531  2.27978  -3.58988  0.315
O  -0.81961  1.63071  -1.89138  -0.637
H  -0.94407  0.81891  -1.34278  0.313
H  -1.54783  2.12510  -1.50353  0.324

Atoms 1-3, force components in eV/Å:
C 1.920 -0.702 1.754
C 0.360 1.859 -0.966
C 0.813 -3.767 -2.246

No. 8
Entry from the OMol25 dataset: a 2-piece molecular cluster, C5H14O2Si2 overall in a non-equilibrium geometry (ωB97M-V/def2-TZVPD).

Computed properties:
energy: -25258.3087 eV
spin multiplicity: 1
largest force on an atom: 0.086 hartree/bohr
relative energy (zero: lowest compared OMol25 entry of this formula, charge and spin): 119.9 kcal/mol
HOMO: -8.78 eV
Kohn-Sham gap: 0.347 Eh

Each line ends with the Mulliken charge.
Positions of all 23 atoms, in Å:
C  -1.93444  2.89123  -0.68255  -0.374
C  -2.43345  1.98488  0.17529  -0.410
C  2.46086  -1.73596  -1.01602  -0.781
C  2.09719  0.30690  0.29283  -0.751
C  1.09858  0.09175  1.35256  -0.228
O  1.88661  -0.39734  -0.87039  -0.304
O  -0.04529  0.86420  1.02160  -0.130
Si  -1.80895  -1.49892  -0.48632  0.461
Si  -1.55131  0.38514  0.64437  0.002
H  -2.46558  3.77751  -1.14541  0.263
H  -0.87444  2.66907  -1.01764  0.134
H  -3.38491  1.95613  0.54289  0.411
H  2.36725  -1.99866  -2.06863  0.243
H  1.94324  -2.41023  -0.41391  0.345
H  3.42598  -1.77472  -0.49064  0.351
H  3.07579  0.35311  0.68072  0.477
H  1.89110  1.32901  -0.03818  0.295
H  1.27053  0.37957  2.37789  0.371
H  0.83403  -0.99456  1.22284  0.167
H  -0.56303  -1.68586  -1.23072  -0.143
H  -2.16524  -2.71050  0.24766  -0.128
H  -2.85212  -1.51371  -1.59092  -0.143
H  -2.27237  -0.26803  2.49267  -0.126

Atoms 1-3, force components in eV/Å:
C 0.759 -0.525 -0.360
C 2.329 -0.574 -1.443
C 0.168 2.214 0.868